The following is a quantum chemistry calculation of a molecular structure, C29H28IIrN5O4, from OMol25.

Values from the calculation:
total charge = +2
spin multiplicity = 6
energy relative to the best compared isomer or geometry (same formula, charge and spin) = 0.000 eV
HOMO energy (spin up / spin down) = -12.59 / -13.80 eV
E_LUMO (spin up / spin down) = -6.494 / -8.415 eV
Kohn-Sham gap (spin up / spin down) = 0.22387 / 0.19799 hartree

Last column: natural (NBO) charge in e.
CARTESIAN COORDINATES (ANGSTROEM)
Ir -0.456258 -0.356531 -0.100068  1.3233
C 4.432372 -0.916781 -0.470572  -0.6809
C 3.899524 -0.569816 0.863613  0.3541
N 4.780912 -0.201351 1.817320  -0.4287
C 4.295469 0.228973 2.949047  0.1509
C 2.900982 0.321596 3.279225  0.0698
C 2.520532 0.818078 4.648302  -0.1205
O 1.737098 -0.143135 5.350534  -0.7269
C 1.949158 -0.089881 2.343757  -0.1689
C 0.587109 0.021132 2.667781  0.0395
N -0.509697 -0.543958 1.955499  -0.4961
C -1.433178 -1.196839 2.679479  0.2121
C -1.158161 -1.625898 4.018269  -0.2002
C -2.066877 -2.371622 4.720542  -0.1930
C -3.303958 -2.696371 4.157046  -0.1005
C -3.635574 -2.244316 2.878865  -0.2323
C -2.734657 -1.505348 2.150598  -0.1895
I -3.398702 -0.684154 0.353537  0.3775
C 2.471708 -0.554555 1.069274  0.3868
O 1.740571 -0.870437 0.081566  -0.6373
H 5.511028 -1.026306 -0.422218  0.2611
H 4.182444 -0.111907 -1.169895  0.2648
H 3.962379 -1.822249 -0.856181  0.2469
H 5.018642 0.512705 3.708714  0.2137
H 1.922440 1.730195 4.555998  0.2051
H 3.416330 1.088158 5.207565  0.2072
H 2.281763 -0.574922 6.016553  0.4960
H 0.297659 0.599715 3.533741  0.2222
H -0.199421 -1.376218 4.455683  0.2602
H -1.827827 -2.705427 5.720803  0.2503
H -4.025628 -3.273576 4.718688  0.2480
H -4.618325 -2.454602 2.479217  0.2509
C -0.130631 -0.964322 -4.319541  -0.6932
C -0.279655 -1.074200 -2.849799  0.3255
N -0.291446 -0.069218 -2.040575  -0.2615
N -0.137182 1.233996 -2.438816  -0.3563
C -0.118619 2.022725 -1.402507  0.5594
O -0.273989 1.580680 -0.140038  -0.6522
C 0.101068 3.462989 -1.553330  -0.1128
C -0.108191 4.313893 -0.465637  -0.1921
C 0.118820 5.672798 -0.603948  -0.2115
C 0.554562 6.183191 -1.819359  -0.1490
C 0.761820 5.338070 -2.903572  -0.2034
C 0.535263 3.980440 -2.775443  -0.1563
C -0.409742 -2.371184 -2.148951  0.1542
C -0.395048 -3.583719 -2.814848  -0.1919
C -0.490073 -4.759041 -2.081419  -0.1059
C -0.595835 -4.694261 -0.702441  -0.2135
C -0.609880 -3.452921 -0.090853  0.0885
N -0.525038 -2.321824 -0.790443  -0.4615
H -0.082475 0.079185 -4.615317  0.2781
H -0.974608 -1.443290 -4.818758  0.2583
H 0.782680 -1.470135 -4.639489  0.2602
H -0.462274 3.913210 0.474951  0.2297
H -0.052471 6.336054 0.232833  0.2334
H 0.731216 7.245261 -1.924441  0.2361
H 1.101317 5.741484 -3.847427  0.2369
H 0.697193 3.313590 -3.610400  0.2344
H -0.305449 -3.608733 -3.891039  0.2541
H -0.477317 -5.715405 -2.586218  0.2557
H -0.666060 -5.588815 -0.100770  0.2570
H -0.693173 -3.346694 0.982433  0.2220
C 3.250433 3.391009 1.450434  -0.2519
O 2.737153 2.351229 0.622159  -0.7509
H 3.449673 4.299741 0.880001  0.1913
H 4.193607 3.038181 1.864672  0.1855
H 2.567123 3.629318 2.271339  0.1618
H 1.922971 2.673171 0.219174  0.4759

Atomic forces in eV per Å
-0.18 -0.14 -0.14
-0.03 -0.03 0.01
0.11 0.08 0.06
-0.13 0.02 0.03
0.05 -0.06 -0.08
0.01 0.05 -0.05
-0.05 -0.03 0.04
0.02 0.00 -0.01
-0.10 0.03 0.08
0.09 -0.06 -0.06
0.00 -0.07 0.02
-0.15 -0.07 0.03
0.05 0.05 -0.11
-0.03 -0.03 0.03
0.04 0.01 0.01
-0.01 0.01 -0.02
0.15 0.03 0.04
0.05 -0.03 0.00
-0.07 0.02 0.06
0.08 -0.11 -0.04
0.00 0.00 0.01
0.00 0.01 0.00
0.00 0.00 -0.01
0.01 0.00 0.00
0.00 -0.01 -0.02
0.01 -0.02 0.00
-0.01 0.02 0.00
0.02 0.01 0.00
0.01 0.00 0.01
0.01 0.00 0.00
0.00 0.00 0.00
0.00 0.00 -0.01
0.02 0.03 -0.04
-0.02 -0.14 0.13
0.03 0.22 0.05
0.02 -0.13 -0.12
-0.07 0.08 0.17
0.03 0.19 -0.08
0.01 -0.05 0.00
0.01 0.01 0.04
-0.01 -0.01 0.01
0.01 0.00 -0.01
-0.01 -0.01 0.01
0.00 0.00 -0.03
0.02 0.05 -0.07
-0.01 0.01 0.08
0.01 0.02 -0.04
-0.01 0.02 0.04
0.00 -0.08 -0.06
-0.01 0.12 0.11
0.00 -0.01 0.01
0.01 0.00 -0.02
-0.01 0.00 -0.02
0.01 -0.01 -0.01
0.00 0.00 0.00
0.00 0.00 0.00
0.00 0.00 0.00
0.00 0.00 0.00
0.00 0.00 0.00
0.00 0.00 0.00
0.00 0.00 0.00
0.01 -0.01 0.01
0.05 0.01 -0.02
-0.06 -0.04 0.01
-0.01 0.00 0.00
0.00 0.00 -0.01
0.00 0.00 0.00
0.04 0.02 0.01

The following is a quantum chemistry calculation of a molecular structure, C29H28N3OPSeTi, from OMol25.

Values from the calculation:
total charge = +2
energy relative to the best compared isomer or geometry (same formula, charge and spin) = 0.239 eV
HOMO energy = -14.13 eV
E_LUMO = -6.671 eV
Kohn-Sham gap = 0.27401 hartree

Last column: natural (NBO) charge in e.
CARTESIAN COORDINATES (ANGSTROEM)
Ti 0.646991 -0.113851 -1.317908  1.0905
O -0.274330 -1.286952 -2.778642  -0.5434
C -0.599206 -1.608323 -1.639502  0.3465
C -1.554373 -2.451929 -0.973784  -0.1464
C -2.191731 -3.585818 -1.463478  -0.1412
C -3.094612 -4.229977 -0.631153  -0.1800
C -3.363217 -3.729215 0.641033  -0.1252
C -2.745176 -2.571703 1.115845  -0.1931
C -1.826396 -1.939867 0.301905  -0.2924
P -0.936986 -0.380772 0.602794  0.9894
C -1.205787 0.168391 2.289381  -0.4335
C -2.338297 0.902011 2.647390  -0.1775
C -2.518862 1.275874 3.969534  -0.1924
C -1.576196 0.926768 4.929166  -0.1579
C -0.447257 0.200680 4.575607  -0.2028
C -0.256862 -0.177080 3.254946  -0.1347
C -1.796787 0.833401 -0.474813  -0.4211
C -1.314102 2.150812 -0.487192  -0.2105
C -1.870767 3.109105 -1.323171  -0.1917
C -2.916336 2.763417 -2.163867  -0.1562
C -3.415690 1.464589 -2.155723  -0.2040
C -2.863066 0.505946 -1.324119  -0.1287
H -1.968542 -3.965627 -2.451655  0.2497
H -3.591897 -5.127900 -0.970746  0.2507
H -4.071182 -4.248402 1.273544  0.2468
H -2.978590 -2.183590 2.099352  0.2463
H -3.075138 1.176802 1.902573  0.2270
H -3.396156 1.841000 4.253510  0.2408
H -1.722404 1.226048 5.958382  0.2411
H 0.283330 -0.067181 5.326790  0.2351
H 0.622296 -0.748813 2.978666  0.2144
H -0.560076 2.459920 0.227568  0.2177
H -1.501379 4.125511 -1.299663  0.2407
H -3.358502 3.508147 -2.812183  0.2443
H -4.252931 1.201971 -2.788568  0.2452
H -3.284573 -0.490954 -1.314763  0.2255
Se 2.236702 -1.931448 -1.183196  0.1577
C 2.962882 -1.805178 0.591551  -0.2358
C 4.166444 -1.147223 0.825513  -0.2012
C 4.687535 -1.108785 2.113684  -0.2033
C 4.015763 -1.731618 3.157199  -0.1915
C 2.825275 -2.402996 2.913726  -0.1875
C 2.292936 -2.442686 1.630744  -0.2547
H 4.712224 -0.696317 0.005235  0.2188
H 5.629401 -0.608678 2.295865  0.2383
H 4.432125 -1.712316 4.155160  0.2397
H 2.314448 -2.913057 3.720393  0.2343
H 1.375095 -2.984380 1.436604  0.2294
C 3.402923 2.183650 -2.561066  -0.6736
C 2.073349 2.055575 -3.217183  0.4305
N 1.073423 1.240603 -2.880993  -0.6033
C 0.074710 1.429774 -3.837863  -0.0676
C 0.469207 2.369423 -4.719859  -0.0528
N 1.735719 2.738794 -4.315674  -0.4742
H 3.760969 1.203800 -2.243566  0.2496
H 3.367897 2.864144 -1.708222  0.2357
H 4.133660 2.588999 -3.258620  0.2633
H -0.840976 0.865248 -3.825172  0.2449
H -0.003322 2.778054 -5.594502  0.2556
H 2.330587 3.407342 -4.781273  0.4463
N 1.841274 1.087670 0.120000  -1.0634
H 1.394830 1.850125 0.625278  0.4087
H 2.699224 1.467230 -0.273061  0.4016
H 2.150487 0.421810 0.832238  0.4358

Atomic forces in eV per Å
0.51 -0.19 0.43
0.04 -0.14 -0.02
-0.31 0.09 -0.19
0.18 -0.02 -0.12
-0.04 -0.08 0.00
0.02 0.04 0.01
0.01 0.01 0.01
-0.04 -0.03 0.01
-0.02 0.06 0.17
-0.43 -0.06 -0.20
0.19 0.00 0.08
-0.02 -0.04 0.02
0.00 0.00 -0.02
0.00 0.01 0.00
-0.01 0.01 -0.03
-0.03 0.00 0.00
-0.03 0.05 -0.03
-0.01 0.03 0.11
0.01 -0.03 0.01
-0.03 -0.03 -0.02
0.00 0.05 -0.01
0.03 -0.03 0.02
0.00 0.02 0.00
-0.01 0.00 0.01
0.00 0.00 0.00
-0.01 -0.01 0.00
0.00 0.01 0.00
0.00 0.00 0.00
-0.01 0.00 0.00
0.01 0.00 -0.01
0.00 0.02 0.00
0.02 -0.02 -0.02
0.00 0.00 0.00
-0.01 0.00 0.00
0.00 0.00 -0.01
0.02 0.00 -0.02
0.04 0.06 -0.02
-0.03 0.00 0.04
0.04 -0.02 0.02
-0.02 -0.01 -0.03
0.01 0.00 0.00
-0.01 -0.01 -0.03
0.04 0.03 0.07
-0.01 0.01 0.00
0.00 0.00 0.00
0.00 0.00 0.00
0.00 0.00 0.00
0.00 -0.01 -0.01
0.01 0.00 0.01
0.03 -0.15 0.04
-0.30 0.18 -0.41
-0.03 0.05 0.13
0.19 -0.01 -0.03
-0.09 0.11 -0.08
-0.01 0.00 0.01
0.00 0.02 -0.01
0.00 -0.01 -0.01
-0.01 0.03 0.02
0.00 0.01 0.00
-0.01 -0.02 -0.01
0.17 0.05 0.15
0.00 -0.04 -0.05
-0.04 0.00 -0.01
0.00 0.03 -0.01

The following is a quantum chemistry calculation of C29H28N4O4 in the gas phase, from OMol25.

Values from the calculation:
SMILES = C[C@H](NC(=O)c1nc[nH]c1C(=O)N[C@@H](Cc1ccccc1)C(=O)OCc1ccccc1)c1ccccc1
energy relative to the best compared isomer or geometry (same formula, charge and spin) = 0.000 eV
HOMO energy = -9.02 eV
E_LUMO = 0.621 eV
Kohn-Sham gap = 0.35442 hartree

Last column: natural (NBO) charge in e.
CARTESIAN COORDINATES (ANGSTROEM)
C -1.190287 3.853444 -2.018232  -0.6047
C -0.675232 2.466521 -1.639090  -0.0899
N 0.263308 2.573774 -0.541025  -0.5929
C 0.299417 1.690783 0.464415  0.6656
O -0.468100 0.733412 0.539657  -0.6623
C 1.334327 1.989741 1.465337  -0.0020
N 2.218021 3.010059 1.243991  -0.4693
C 3.015466 3.033089 2.275037  0.1924
N 2.697682 2.077587 3.169894  -0.4811
C 1.624535 1.389867 2.682464  0.0476
C 1.075428 0.291150 3.510958  0.6545
O 1.601779 0.017077 4.581273  -0.6527
N -0.012485 -0.298853 3.005483  -0.6155
C -0.664390 -1.418957 3.623926  -0.1526
C -2.175841 -1.151293 3.800665  -0.4077
C -2.776346 -0.656388 2.513103  -0.0460
C -2.955146 0.703987 2.298041  -0.2001
C -3.452268 1.169259 1.094167  -0.1995
C -3.769718 0.277939 0.085175  -0.2202
C -3.599411 -1.080252 0.290961  -0.2166
C -3.110239 -1.544307 1.498258  -0.1766
C -0.473734 -2.694634 2.801669  0.8055
O -0.992507 -3.748954 3.064774  -0.6066
O 0.325040 -2.487603 1.765237  -0.4989
C 0.538279 -3.584264 0.878388  -0.0859
C 1.339730 -3.112051 -0.301953  -0.0763
C 2.264891 -3.954969 -0.903210  -0.2026
C 2.996648 -3.522087 -1.995199  -0.2107
C 2.822460 -2.237819 -2.482195  -0.2193
C 1.905566 -1.392433 -1.881210  -0.2101
C 1.156082 -1.829919 -0.803700  -0.1618
C -0.049273 1.773514 -2.829963  0.0604
C -0.674541 0.678489 -3.410272  -0.2403
C -0.111248 0.045209 -4.504484  -0.1884
C 1.087369 0.498638 -5.027615  -0.2224
C 1.721373 1.585756 -4.449823  -0.2090
C 1.156257 2.220241 -3.357643  -0.2395
H -1.930821 3.767679 -2.809036  0.2212
H -1.648719 4.334050 -1.157320  0.2162
H -0.374934 4.477886 -2.376568  0.2045
H -1.500454 1.848721 -1.265693  0.2346
H 0.969600 3.295974 -0.542667  0.4255
H 3.824385 3.724443 2.402200  0.2047
H 3.126720 1.848978 4.055289  0.4489
H -0.325855 -0.032738 2.064074  0.4556
H -0.198785 -1.583609 4.604543  0.2629
H -2.309461 -0.406344 4.586229  0.2192
H -2.644145 -2.086183 4.112645  0.2385
H -2.696234 1.405243 3.079091  0.2098
H -3.584058 2.231156 0.941457  0.2091
H -4.151636 0.639767 -0.859142  0.2087
H -3.847638 -1.781085 -0.493274  0.2115
H -2.986717 -2.605801 1.657730  0.2130
H -0.439355 -3.971291 0.558835  0.2027
H 1.055244 -4.388601 1.414630  0.1994
H 2.411484 -4.953424 -0.516464  0.2074
H 3.710552 -4.186326 -2.459954  0.2108
H 3.400613 -1.894728 -3.327555  0.2106
H 1.769494 -0.389108 -2.254266  0.2134
H 0.433984 -1.174646 -0.341919  0.2383
H -1.602949 0.315044 -2.994846  0.2165
H -0.605385 -0.807725 -4.945174  0.2156
H 1.529346 0.003650 -5.879486  0.2155
H 2.660268 1.940270 -4.849598  0.2147
H 1.662564 3.063993 -2.911025  0.2065

Atomic forces in eV per Å
-0.03 -0.22 0.15
-0.20 -0.03 -0.07
0.00 0.25 -0.10
-0.07 0.01 -0.14
0.01 -0.06 -0.09
0.44 -0.21 0.80
-0.03 0.19 -0.29
0.07 0.09 -0.02
-0.17 -0.21 0.05
-0.07 0.21 -0.45
-0.30 -0.11 -0.06
0.22 0.02 0.17
-0.19 0.01 0.05
0.02 -0.08 0.31
0.17 -0.10 -0.05
-0.14 0.05 0.17
-0.09 -0.02 0.03
-0.07 0.07 -0.01
-0.06 0.06 -0.09
0.00 -0.04 -0.14
0.03 -0.04 0.00
-0.06 0.02 0.32
-0.03 -0.01 0.00
0.23 0.17 -0.26
-0.14 -0.56 -0.16
0.03 0.08 0.16
-0.12 0.01 0.09
0.05 -0.05 -0.08
0.07 0.00 -0.06
-0.03 0.04 -0.02
-0.02 -0.06 0.04
-0.09 -0.15 0.05
0.01 0.12 0.04
-0.01 -0.05 -0.11
-0.02 -0.08 -0.06
0.10 0.07 0.00
-0.06 -0.05 0.00
-0.03 0.03 -0.10
-0.04 0.07 0.07
0.08 0.10 -0.07
0.13 0.10 -0.11
-0.01 -0.01 0.09
0.19 0.09 0.12
-0.02 0.01 -0.04
0.17 0.10 0.06
-0.09 -0.05 -0.23
0.03 -0.05 0.00
0.00 0.07 0.05
0.03 0.05 0.09
-0.01 0.09 -0.01
-0.05 0.02 -0.07
-0.03 -0.06 -0.05
0.00 -0.13 0.03
0.16 0.05 0.11
-0.10 0.11 -0.09
0.04 -0.10 0.06
0.06 -0.05 -0.03
0.06 0.03 -0.07
-0.03 0.13 -0.07
-0.05 0.10 0.04
-0.11 -0.05 0.08
-0.04 -0.09 -0.03
0.04 -0.05 -0.07
0.07 0.03 -0.03
0.08 0.10 0.05

Ordered E results: -2097.99892 -4953.23766 -1641.99245; unit Eh.